(a)
Here is the molecule C2HBrF2S from OMol25. Energies are from the ωB97M-V functional and the def2-TZVPD basis.

Geometry (Å):
F  1.9970  1.8373  1.1967
C  -0.1018  0.6788  0.0754
F  -1.2896  1.0549  0.8540
H  -0.2261  -0.2923  -0.2013
S  0.6136  1.7178  -1.1759
C  1.6117  1.0042  0.1772
Br  2.7819  -0.4598  0.0073

Calculated values
**M**: 175.00 u
**HOMO level**: -10.028 eV
**Gap between HOMO and LUMO**: 10.1 eV

=====

(b)
Here is a 2-piece molecular cluster, C2HBrF2S overall from OMol25. Energies are from the ωB97M-V functional and the def2-TZVPD basis.

Geometry (Å):
H  -0.1875  0.2974  1.4329
C  -0.0715  -0.1755  -0.7573
F  1.6138  -0.7189  0.9915
F  -0.1712  -1.2302  -1.4878
C  0.5288  0.0699  0.5818
S  0.9736  1.1570  -0.7598
Br  -2.6860  0.6004  -0.0013

Calculated values
**M**: 175.00 u
**HOMO level (alpha / beta)**: -9.484 / -9.660 eV
**Gap between HOMO and LUMO (alpha / beta)**: 7.0 / 7.5 eV

=====

Most stable pick: (a). Distance to second place: 86.2 kJ/mol.

=====

(a)
Here is the molecule C4H9N3O2 from OMol25. Energies are from the ωB97M-V functional and the def2-TZVPD basis.

Geometry (Å):
O  1.4171  -1.0719  1.6734
H  -2.9058  -0.6747  -0.8237
H  -1.2655  -0.4948  2.2039
C  -0.3836  -0.1186  -0.9457
O  -2.6738  -0.3881  0.0671
H  0.5557  -1.9212  -0.8937
H  2.1091  -0.7580  2.2598
C  0.8793  0.6439  0.0087
N  0.0870  -1.3435  -1.5883
N  0.8677  2.0717  0.0083
H  0.9433  2.4622  -0.9220
H  -0.8184  0.5493  -1.6928
N  -0.7605  -0.2579  1.3605
C  -1.3165  -0.3835  0.1657
H  1.8174  0.2917  -0.4355
H  0.0665  2.4450  0.4960
C  0.6106  0.0574  1.3599
H  0.7705  -1.1091  -2.3015

Calculated values
**M**: 131.14 u
**HOMO level (alpha / beta)**: -5.938 / -6.338 eV
**Gap between HOMO and LUMO (alpha / beta)**: 6.4 / 6.9 eV

=====

(b)
Here is a 2-piece molecular cluster, C4H9N3O2 overall from OMol25. Energies are from the ωB97M-V functional and the def2-TZVPD basis.

Geometry (Å):
N  3.1064  -0.0742  0.8718
O  -3.1996  0.7567  -0.2170
H  -3.0988  -0.3698  1.3845
N  2.7134  -0.3668  -0.3939
C  -2.3514  0.0167  0.6748
H  3.4233  -0.5795  -0.9837
N  -1.6925  -1.6442  -1.1182
H  -2.4741  -1.2323  -1.7596
C  0.9728  1.0213  -0.0098
H  3.3556  0.8971  1.2014
O  0.5322  1.7023  0.8441
H  -2.7035  1.3393  -0.8821
H  2.3268  -0.2593  1.6193
H  -1.5055  0.5931  1.0965
H  -0.8293  -1.5710  0.6070
H  1.3509  0.4520  -1.9843
C  -1.6097  -1.1484  -0.0161
C  1.6827  0.4669  -0.9346

Calculated values
**M**: 131.14 u
**HOMO level**: -8.142 eV
**Gap between HOMO and LUMO**: 8.7 eV

=====

Most stable pick: (a). Distance to second place: 128.0 kJ/mol.

=====

(a)
Here is the molecule C18H27NO3 from OMol25. Energies are from the ωB97M-V functional and the def2-TZVPD basis.

Geometry (Å):
C  -6.7208  2.4540  -0.0266
H  3.9152  -3.1070  -0.9918
H  -6.3638  -0.2519  -2.1563
H  3.7120  -2.6397  0.7198
H  -2.6430  -0.1997  1.9267
C  1.4397  -1.5512  0.4677
H  -0.1003  -0.1013  0.3294
C  -0.9917  -2.0216  0.7372
C  6.1260  1.1626  -0.8787
H  -6.1834  3.1797  -0.6337
H  5.2969  -1.7182  -2.4304
H  -0.8042  -3.0643  0.4676
H  -4.1981  1.5006  -0.7281
C  4.7242  1.9705  2.3792
N  2.2561  -1.9392  -0.5385
H  -6.1006  1.4546  -2.5251
H  -3.0924  -2.4158  0.8205
H  1.9738  -1.7891  -1.4937
C  6.0974  0.1733  -1.8451
H  -0.0690  -1.2164  -1.0505
H  4.9454  2.8852  2.9273
H  6.6978  0.3023  -2.7310
C  -2.8629  -0.2813  0.8584
C  -6.6435  0.7633  -1.8836
O  6.8967  2.2674  -1.0556
C  -2.4324  -1.6694  0.3724
H  -6.8739  0.3228  0.2073
H  -7.7879  2.5998  -0.1798
H  3.6488  1.9100  2.1890
H  -0.8472  -1.9281  1.8149
H  -4.9786  -0.7412  1.1854
C  5.3096  -0.9533  -1.6682
O  5.4548  2.0592  1.1798
H  6.7881  2.8303  -0.2767
C  5.3526  1.0170  0.2873
H  -2.5617  -1.7240  -0.7114
C  -4.8471  0.8325  -0.1754
H  -6.4915  2.6430  1.0197
C  -6.3142  1.0308  -0.4133
H  -2.3022  0.4926  0.3325
O  1.7839  -1.5642  1.6324
C  -4.3274  -0.0718  0.6368
C  0.0437  -1.1415  0.0323
C  3.6481  -2.2924  -0.3145
H  5.0356  1.1055  2.9719
H  3.9721  -0.2480  1.3399
C  4.5522  -1.1045  -0.5204
H  -7.7087  0.8900  -2.0643
C  4.5758  -0.1119  0.4571

Calculated values
**M**: 305.42 u
**HOMO level**: -8.170 eV
**Gap between HOMO and LUMO**: 8.9 eV

=====

(b)
Here is the molecule C18H27NO3 from OMol25. Energies are from the ωB97M-V functional and the def2-TZVPD basis.

Geometry (Å):
H  -5.9669  0.0788  -1.5570
H  4.1214  -1.1757  -1.4318
C  -5.4699  1.1278  -1.5561
H  6.3250  3.3936  0.2051
O  0.4702  -1.5698  1.4183
C  -2.1906  -0.9564  0.5326
H  -1.8987  1.3608  1.0723
H  4.6751  2.4379  -1.1381
C  3.6571  0.6621  -0.4546
C  1.6419  0.5213  1.0943
C  3.3559  -0.6270  -0.8225
H  -2.5932  -1.8917  0.8773
H  -3.6211  1.8359  -1.7544
H  -1.3323  -1.0806  0.1757
C  -1.5826  -0.3764  1.9727
C  4.9226  1.5344  -1.0547
C  -4.1519  1.0046  -1.7908
C  1.4205  -0.8587  0.9271
C  -0.2406  -1.2397  2.3916
C  -5.2171  1.0560  0.1893
H  0.1432  -0.3705  3.2750
H  -4.1964  0.7122  -3.0684
C  -3.2501  -0.0700  -1.3435
H  0.9185  1.0810  1.7302
H  -3.6839  -1.1447  -1.8317
C  2.3572  -1.3507  -0.2726
H  2.8211  2.2159  0.7223
C  6.6558  2.2765  0.5233
C  2.7647  1.1351  0.3039
C  6.1229  1.2724  -0.1538
H  -6.0882  1.7769  -1.8014
H  2.9175  -2.9765  -2.4092
H  -2.3795  -0.2691  2.8219
C  2.8477  -3.2918  -1.3747
H  6.3743  0.1504  0.0427
H  4.0082  -3.3217  -0.8772
O  2.0526  -2.4908  -0.3729
H  4.8818  1.1034  -2.0921
H  -4.8259  2.0954  0.4165
H  -4.2310  0.1341  1.7315
C  -4.3986  -0.2909  0.6815
H  7.5931  1.9665  1.1094
H  -0.5087  -2.0644  3.0209
H  -2.2046  0.0444  -1.8075
H  -4.9796  -1.1101  0.5844
H  2.5862  -4.5871  -1.4188
O  -1.1616  1.1432  1.6008
H  -6.2356  0.9332  0.7681
N  -3.2255  0.0605  0.1949

Calculated values
**M**: 305.42 u
**HOMO level**: -7.432 eV
**Gap between HOMO and LUMO**: 8.1 eV

=====

Most stable pick: (a). Distance to second place: 1626.8 kJ/mol.

=====

(a)
Here is the molecule C4H5F3 from OMol25. Energies are from the ωB97M-V functional and the def2-TZVPD basis.

Geometry (Å):
H  1.5864  -0.7338  1.1776
C  0.8468  0.9120  -0.0034
H  1.2177  -1.1698  -0.5063
H  -0.8659  2.0916  0.1105
C  -0.4641  1.0832  0.1605
F  -2.5533  0.0925  -0.4429
C  -1.4722  -0.0319  0.3772
C  1.5783  -0.3997  0.1468
H  -1.9029  -0.1179  1.3679
H  1.5200  1.7478  -0.1937
F  -0.8838  -1.1885  -0.0004
F  2.9384  -0.1484  -0.2281

Calculated values
**M**: 110.08 u
**HOMO level**: -10.525 eV
**Gap between HOMO and LUMO**: 11.5 eV

=====

(b)
Here is a 2-piece molecular cluster, C4H5F3 overall from OMol25. Energies are from the ωB97M-V functional and the def2-TZVPD basis.

Geometry (Å):
F  -0.7619  -0.3054  2.0582
C  0.4886  1.4100  0.8822
H  -0.0927  0.3176  -2.1117
H  -0.3830  2.0617  1.1826
C  -0.3980  -0.7671  -1.7632
C  0.2141  -0.0241  1.2747
C  -0.7272  -1.2986  -0.6369
F  1.2739  -0.8503  1.5904
H  -1.0231  -2.3429  -0.5526
H  1.4146  1.8206  1.1896
F  -0.6257  -1.4281  -2.9403
H  0.6204  1.4066  -0.1730

Calculated values
**M**: 110.08 u
**HOMO level (alpha / beta)**: -9.136 / -9.090 eV
**Gap between HOMO and LUMO (alpha / beta)**: 8.9 / 8.9 eV

=====

Most stable pick: (a). Distance to second place: 364.3 kJ/mol.

=====

(a)
Here is the molecule C2H5ClN2S from OMol25. Energies are from the ωB97M-V functional and the def2-TZVPD basis.

Geometry (Å):
C  0.4984  0.7653  0.5683
C  -0.0924  -0.3653  -0.2739
H  -1.4297  -1.9183  0.2558
H  -0.4352  1.3906  0.7310
N  -0.5971  -0.6558  2.3040
S  0.9383  -0.0434  2.1488
N  -1.2239  -0.9452  0.3539
H  0.7488  -1.0231  -0.4139
H  1.4420  1.2197  0.2962
H  -0.4555  0.0377  -1.1727
Cl  -0.6368  -2.1878  3.0868

Calculated values
**M**: 124.60 u
**HOMO level (alpha / beta)**: -8.514 / -8.587 eV
**Gap between HOMO and LUMO (alpha / beta)**: 8.3 / 8.0 eV

=====

(b)
Here is the molecule C2H5ClN2S from OMol25. Energies are from the ωB97M-V functional and the def2-TZVPD basis.

Geometry (Å):
S  2.3667  -0.9220  -0.0032
N  0.5076  1.6232  -0.2510
Cl  -2.0630  -1.1975  -0.1819
H  -1.9636  0.6280  1.1399
H  1.5325  1.5376  -0.5353
N  0.5677  -0.7940  0.1339
H  -1.9338  1.2284  -0.5043
C  -1.5057  0.4797  0.1842
H  0.1777  -1.2860  0.9422
C  -0.0258  0.5236  0.0821
H  2.3398  -1.8211  -1.0066

Calculated values
**M**: 124.60 u
**HOMO level**: -9.525 eV
**Gap between HOMO and LUMO**: 10.1 eV

=====

Most stable pick: (b). Distance to second place: 341.7 kJ/mol.

=====

(a)
Here is an isolated ion of composition C7H9N2 and charge +1 from OMol25. Energies are from the ωB97M-V functional and the def2-TZVPD basis.

Geometry (Å):
C  0.3021  -1.8605  -0.1621
C  -0.6656  1.6893  -0.2481
N  2.8350  -0.8288  0.0701
C  -0.3370  -0.6673  -0.1406
H  -2.9880  0.6455  1.0859
H  0.9191  3.1067  -0.2636
H  0.4522  -2.4290  -1.0386
H  -3.2531  0.1601  -0.6908
C  2.0317  0.1445  0.1927
C  -2.6321  0.0487  0.1983
H  -1.3078  2.5486  -0.2277
H  2.9142  -1.5778  0.7509
H  -2.7157  -0.9398  0.5970
C  0.6138  2.0579  -0.0208
H  0.6496  -2.3599  0.7417
C  -1.1670  0.3454  -0.0291
H  2.6763  -1.3244  -0.7514
N  1.6722  1.2407  -0.0638

Calculated values
**M**: 121.16 u
**Charge**: +1
**HOMO level**: -13.438 eV
**Gap between HOMO and LUMO**: 8.5 eV

=====

(b)
Here is an isolated ion of composition C7H9N2 and charge +1 from OMol25. Energies are from the ωB97M-V functional and the def2-TZVPD basis.

Geometry (Å):
N  0.1280  0.2354  -0.1369
C  2.1929  -0.7794  0.7002
H  3.2250  -0.8363  1.1210
C  -0.5104  1.2551  0.3741
C  -0.4593  -0.9075  -0.5663
H  1.8315  1.8133  -1.3945
H  -3.5565  -0.0552  -0.1666
C  -1.9018  1.2105  0.4113
H  2.2642  -1.7407  -0.0461
H  0.0523  -1.7303  -1.0170
C  -1.8014  -1.0595  -0.4298
C  1.7026  0.3278  -0.1733
H  1.6323  -1.1062  1.5877
N  2.3225  1.1756  -0.8178
H  -2.3913  2.0151  0.6880
C  -2.5368  0.0627  -0.0944
H  -2.2103  -1.9296  -0.6943
H  0.0165  2.0493  0.6547

Calculated values
**M**: 121.16 u
**Charge**: +1
**HOMO level**: -14.990 eV
**Gap between HOMO and LUMO**: 10.4 eV

=====

Most stable pick: (b). Distance to second place: 255.8 kJ/mol.